# 1
Density functional theory data (ωB97M-V with the def2-TZVPD basis set) for a molecular structure, C27H28MoN2O6STe4 in a non-equilibrium geometry.

Cartesian coordinates (Å):
Mo (-0.2447, 0.5993, 0.1461)
C (-1.6505, 1.7173, -1.2259)
C (-2.5754, 0.6233, -1.1989)
C (-2.4589, -0.0741, -2.4307)
C (-1.4915, 0.5456, -3.2192)
C (-0.9323, 1.5990, -2.4621)
C (0.0699, 2.5773, -2.9835)
C (-1.3234, 0.3797, -4.7039)
C (-3.2599, -1.2781, -2.8108)
C (-3.7871, 0.5340, -0.3160)
C (-1.9222, 3.0555, -0.5775)
H (-0.4283, 3.3875, -3.5308)
H (0.7660, 2.0939, -3.6719)
H (0.6429, 3.0279, -2.1739)
H (-2.0645, 0.9970, -5.2278)
H (-1.4659, -0.6465, -5.0413)
H (-0.3376, 0.6951, -5.0458)
H (-3.4991, -1.2769, -3.8765)
H (-4.1954, -1.3285, -2.2490)
H (-2.7002, -2.1951, -2.6038)
H (-4.6987, 0.6850, -0.9067)
H (-3.7724, 1.3053, 0.4562)
H (-3.9027, -0.4322, 0.1769)
H (-2.8403, 3.4961, -0.9844)
H (-1.0998, 3.7476, -0.7538)
H (-2.0509, 2.9814, 0.5080)
C (7.2607, -0.5792, -0.8623)
C (6.0005, -0.5207, -0.0418)
C (4.9780, 0.3562, -0.3793)
C (3.8036, 0.4067, 0.3592)
C (3.6445, -0.4292, 1.4518)
C (4.6618, -1.3023, 1.8129)
C (5.8275, -1.3452, 1.0683)
S (2.1285, -0.4768, 2.3927)
O (2.5095, -0.1121, 3.7420)
O (1.5795, -1.7935, 2.1857)
N (1.1473, 0.6030, 1.7700)
C (1.3515, 1.9766, 2.2216)
C (1.2329, 2.9051, 1.0247)
O (1.4444, 4.0972, 1.0864)
O (0.8033, 2.2823, -0.0491)
H (7.0326, -0.5328, -1.9274)
H (7.8091, -1.5021, -0.6739)
H (7.9226, 0.2584, -0.6269)
H (5.0818, 0.9903, -1.2523)
H (2.9991, 1.0653, 0.0579)
H (4.5228, -1.9592, 2.6618)
H (6.6097, -2.0463, 1.3377)
H (2.3017, 2.1258, 2.7352)
H (0.5626, 2.2740, 2.9194)
Te (0.9369, -1.2882, -0.9820)
Te (0.6165, -1.9363, -3.6040)
Te (2.5261, -4.3179, -6.0526)
Te (2.6362, -3.7690, -3.3846)
O (-1.8710, -2.7120, 0.5194)
C (-2.0282, -1.8429, 1.3356)
N (-1.4860, -0.5641, 1.3446)
C (-1.9764, 0.1606, 2.3904)
O (-1.7090, 1.3366, 2.5798)
C (-2.9116, -0.7083, 3.1865)
C (-3.6593, -0.4603, 4.3150)
C (-4.4488, -1.5054, 4.7962)
C (-4.4732, -2.7391, 4.1549)
C (-3.7107, -2.9721, 3.0095)
C (-2.9336, -1.9336, 2.5508)
H (-3.6300, 0.5058, 4.8017)
H (-5.0526, -1.3570, 5.6831)
H (-5.0968, -3.5301, 4.5532)
H (-3.7208, -3.9242, 2.4952)

energy above the lowest of the compared OMol25 structures with the same formula, charge and spin: 0.000 eV
Kohn-Sham gap (alpha / beta): 4.8 / 4.9 eV
total charge: -2
E_HOMO (alpha / beta): -1.0 / -1.0 eV
E_tot: -3145.2581 hartree
LUMO energy (alpha / beta): 3.822 / 3.831 eV



# 2
Density functional theory data (ωB97M-V with the def2-TZVPD basis set) for a molecular structure, C27H28N2O4OsP2S in a non-equilibrium geometry.

Cartesian coordinates (Å):
C (2.3249, -4.0027, 1.9402)
C (1.9603, -3.2309, 0.8428)
C (0.5370, -3.2239, 0.5174)
C (-0.3718, -3.1710, 1.6407)
C (0.1265, -3.5485, 2.9107)
C (1.3546, -4.2134, 2.9643)
C (-1.6816, -2.7081, 1.4241)
C (-2.0665, -2.3500, 0.1250)
C (-1.0872, -2.5063, -0.9500)
C (-1.4307, -1.8957, -2.2429)
C (-2.7699, -1.9915, -2.5687)
C (-3.7484, -2.1244, -1.5532)
C (-3.3892, -2.0336, -0.2209)
H (3.3385, -4.4411, 2.0268)
H (-0.5779, -3.4453, 3.7421)
H (1.6042, -4.8066, 3.8448)
H (-2.3059, -2.4781, 2.3179)
H (-3.0959, -1.9678, -3.6092)
H (-4.8057, -2.2304, -1.7868)
H (-4.0648, -1.8914, 0.6235)
N (-0.0135, -3.2973, -0.7249)
Os (0.9940, 0.9144, -0.3102)
C (2.9450, -2.5145, -0.0530)
H (2.9597, -2.8201, -1.1116)
H (3.9709, -2.6913, 0.3144)
C (-0.4225, -1.3879, -3.2781)
H (0.4233, -2.0722, -3.4919)
H (-0.9446, -1.1204, -4.2337)
P (2.6844, -0.5626, -0.0109)
P (0.4064, 0.1982, -2.5571)
C (-0.7191, 1.5578, -3.0446)
H (-0.2431, 2.5199, -2.8165)
H (-0.9729, 1.5034, -4.1070)
H (-1.6378, 1.5189, -2.4475)
C (1.9060, 0.4210, -3.5951)
H (1.6675, 0.7191, -4.6239)
H (2.5268, 1.1931, -3.1276)
H (2.4791, -0.5155, -3.5988)
C (3.2245, -0.2752, 1.7266)
H (4.1455, -0.8270, 1.9141)
H (3.3742, 0.7870, 1.9512)
H (2.4594, -0.6218, 2.4269)
C (4.1005, 0.0418, -0.9573)
H (4.1150, 1.1277, -0.9760)
H (5.0069, -0.3350, -0.4874)
H (4.0554, -0.3092, -1.9831)
C (1.7469, 2.6187, -0.1583)
O (2.1644, 3.6303, 0.2852)
H (1.2318, 0.9559, 1.3767)
O (-1.4088, 2.0965, 4.1922)
S (-2.4861, 2.0336, 3.2405)
O (-3.8767, 1.9707, 3.6385)
N (-2.1168, 0.9553, 1.9684)
C (-1.7172, 1.6576, 0.9220)
O (-1.0238, 1.1877, -0.0642)
C (-1.9862, 3.0965, 0.9683)
C (-1.6941, 4.0243, -0.0163)
C (-1.8502, 5.3753, 0.3167)
C (-2.2518, 5.7480, 1.6158)
C (-2.5282, 4.7885, 2.6113)
C (-2.3804, 3.4630, 2.2207)
H (-1.3729, 3.5960, -0.9477)
H (-1.6283, 6.0923, -0.4469)
H (-2.3561, 6.7874, 1.8666)
H (-2.8069, 5.0309, 3.6250)

energy above the lowest of the compared OMol25 structures with the same formula, charge and spin: 1.044 eV
Kohn-Sham gap (alpha / beta): 6.3 / 4.5 eV
total charge: +2
E_HOMO (alpha / beta): -14.0 / -13.9 eV
2S+1: 5
E_tot: -2626.9417 hartree
LUMO energy (alpha / beta): -7.631 / -9.428 eV